1.
The following is a DFT calculation (ωB97M-V/def2-TZVPD) of a structure of composition C21H24BCuN8S3.

The geometry in XYZ format:
```
58
Properties=species:S:1:pos:R:3:forces:R:3:lowdin_spin:R:1
Cu -0.010867 0.056132 1.982943 0.3271 0.1819 -0.1994 0.002
N 3.823448 -1.151180 1.247708 0.0164 -0.1949 -0.0662 0.000
C 4.207534 0.163118 1.446001 -0.0980 0.1605 0.0486 0.000
C 5.436626 0.806730 1.332133 0.0142 -0.0966 -0.0228 0.000
C 5.457359 2.149921 1.644630 0.0252 0.0151 0.0053 0.000
C 4.297974 2.828711 2.058102 -0.0499 0.0549 0.0002 0.000
C 3.080338 2.189147 2.157898 -0.0357 -0.0399 -0.0550 0.000
C 3.041285 0.832623 1.835998 0.1066 -0.0682 -0.0672 0.000
N 1.986258 -0.069539 1.852129 0.4137 -0.0017 0.2572 0.000
C 2.494064 -1.227311 1.514096 0.0261 0.1717 0.0334 0.000
C 1.654779 -2.417969 1.519542 -0.1033 -0.0983 0.0340 0.000
C 1.982197 -3.723783 1.334578 0.1361 -0.0791 -0.0098 0.000
S 0.612762 -4.710343 1.592286 -0.1014 0.0990 0.0241 0.000
C -0.323101 -3.307277 1.917856 0.1423 -0.1177 -0.1168 0.003
N 0.333372 -2.193773 1.836666 -0.0989 -0.0802 -0.1351 0.000
H 4.424161 -1.907958 0.972691 -0.0191 -0.0212 0.0025 0.000
H 6.330775 0.279444 1.023125 -0.0223 0.0402 0.0225 0.000
H 6.391159 2.694048 1.580046 -0.0336 -0.0203 -0.0042 0.000
H 4.366044 3.881681 2.301229 0.0030 -0.0421 -0.0052 0.000
H 2.180220 2.705381 2.460366 0.0123 0.0207 -0.0085 0.000
H 2.941296 -4.158634 1.095187 -0.0640 0.0535 0.0280 0.000
H -1.373847 -3.369614 2.165046 0.0213 0.0271 -0.0089 0.003
C -3.341347 -4.394223 -1.388008 -0.0108 -0.0343 0.0390 0.001
N -2.847332 -3.127275 -1.911882 0.1209 0.1060 -0.2320 0.065
C -2.258503 -2.959991 -3.111437 -0.1313 -0.3245 0.0637 0.137
C -1.944510 -1.627003 -3.226781 0.1275 0.4216 0.1384 0.092
N -2.319672 -0.980390 -2.105625 -0.0143 -0.4748 -0.2352 0.085
B -2.263399 0.597657 -1.853734 0.3332 0.5785 0.0664 0.006
N -0.825054 1.127736 -2.141609 -0.0821 -0.0005 -0.0626 0.001
C -0.289813 1.242208 -3.420923 -0.1645 -0.1460 0.0943 0.000
C 0.892986 1.871738 -3.344104 0.0937 0.1111 0.0529 0.000
N 1.087755 2.177076 -2.012949 -0.0703 -0.0748 -0.0412 0.000
C 2.234559 2.883791 -1.475366 0.0162 0.0132 0.0535 0.000
C 0.028962 1.735769 -1.276100 0.3079 0.0739 -0.0685 0.000
S -0.082204 2.054542 0.398472 -0.3382 -0.2251 -0.3122 0.000
C -2.893921 -1.902137 -1.278726 -0.3108 0.0490 0.5582 0.023
S -3.610071 -1.652213 0.210214 0.2290 -0.1141 -0.2460 0.553
H -3.752980 -4.981273 -2.204307 0.0065 0.0364 -0.0411 0.001
H -4.114094 -4.195861 -0.654688 -0.0393 0.0403 0.0196 0.001
H -2.534044 -4.949246 -0.914930 0.0568 0.0269 0.0113 0.002
H -2.124602 -3.774568 -3.804238 0.0324 0.0512 0.0184 0.008
H -1.480202 -1.121182 -4.053090 0.0032 -0.0107 0.0010 0.005
H -3.019028 1.107102 -2.645033 -0.0465 -0.1783 -0.0080 0.004
H -2.538287 0.791190 -0.711806 -0.0743 -0.0102 0.0051 0.000
H -0.807548 0.897790 -4.297841 -0.0687 0.0489 0.0332 0.000
H 1.588859 2.156559 -4.114683 -0.0001 -0.0095 0.0745 0.000
H 2.805390 3.296626 -2.303255 -0.0094 -0.0055 -0.0230 0.000
H 2.866449 2.212809 -0.894237 -0.0084 -0.0259 0.0212 0.000
H 1.898768 3.683605 -0.819881 -0.0112 0.0146 -0.0129 0.000
C -3.976529 2.859988 1.684897 0.0186 -0.0646 0.0126 0.000
C -4.097988 1.437904 2.255377 -0.0093 0.1565 -0.2284 0.000
C -2.779673 0.861732 2.486825 -0.1271 0.1421 0.3359 0.002
N -1.717612 0.479369 2.682573 -0.4642 -0.0715 0.0766 0.003
H -4.966440 3.233396 1.427213 0.0152 -0.0131 0.0291 0.000
H -3.353836 2.858703 0.791236 -0.0025 -0.0027 0.0121 0.000
H -3.528382 3.530067 2.416991 -0.0029 -0.0017 -0.0218 0.000
H -4.615989 0.787149 1.548828 -0.0114 -0.0007 0.0240 0.001
H -4.654487 1.431297 3.192360 0.0185 -0.0461 0.0356 0.000
```
Forces are in eV/Å.

Values from the calculation:
Total charge = +1
HOMO-LUMO gap (alpha / beta) = 7.0 / 3.8 eV
Relative energy (zero: lowest compared OMol25 entry of this formula, charge and spin) = 157.2 kJ/mol
⟨S²⟩ = 0.7714
Multiplicity = 2
F_max = 0.7 eV/Å
E = -4112.48647 Eh

---

2.
The following is a DFT calculation (ωB97M-V/def2-TZVPD) of a cluster of 2 separate species, CH7N2O in total at a distorted geometry.

The geometry in XYZ format:
```
11
Properties=species:S:1:pos:R:3:forces:R:3:nbo_charge:R:1
O 1.476185 1.107052 -1.618374 0.7267 0.9025 0.5848 -1.054
H 0.943058 0.504360 -0.977936 -0.1968 -0.4815 0.1975 0.488
N 0.495107 -0.671307 0.069878 0.2016 0.7076 0.0123 -1.119
C -0.843164 -0.905571 0.474777 0.4756 -0.8965 0.0692 -0.025
N -1.254636 0.244924 1.334732 -0.0297 -0.6968 -0.4808 -0.859
H 0.820157 -1.346199 -0.607082 -0.1728 -0.5303 -0.0537 0.308
H 2.062335 1.530736 -0.953276 -0.4700 -0.3452 -0.7910 0.437
H -0.964789 -1.881078 1.021110 -0.0716 0.4999 0.3448 0.089
H -1.571314 -1.029651 -0.354770 -0.1912 0.2601 -0.2943 0.068
H -2.248274 0.334444 1.163386 -0.2729 0.3224 0.1904 0.315
H -0.813220 1.000583 0.815238 0.0012 0.2577 0.2208 0.352
```
Forces are in eV/Å.

Values from the calculation:
Total charge = -1
HOMO-LUMO gap = 6.9 eV
Relative energy (zero: lowest compared OMol25 entry of this formula, charge and spin) = 78.1 kJ/mol
F_max = 1.3 eV/Å
E = -227.01998 Eh

---

3.
The following is a DFT calculation (ωB97M-V/def2-TZVPD) of a structure of composition C27H44N6O5PbS4 at a distorted geometry.

The geometry in XYZ format:
```
87
Properties=species:S:1:pos:R:3:forces:R:3:mulliken_charge:R:1
Pb 0.607688 0.583247 1.119606 0.0313 0.0165 0.0926 2.344
O 1.429087 2.096964 -0.637362 -0.0258 0.1854 -0.0583 -0.306
S 1.740606 2.867197 -1.897685 0.0250 -0.3315 -0.6860 -0.188
C 0.322604 2.571566 -3.038440 0.1111 0.0239 0.2981 -0.931
C -0.266475 1.182206 -2.859448 -0.0526 -0.0024 -0.1072 0.359
C -1.742190 1.107511 -3.293778 0.1766 0.0333 0.1476 -1.224
C -2.549225 0.113915 -2.463530 -0.0458 0.1766 0.1236 -0.960
S -2.923410 0.633728 -0.731092 0.2046 0.3522 -0.8476 0.289
O -1.584602 0.739214 -0.040459 -0.2118 0.0639 0.1017 -0.718
C -3.411213 2.322863 -1.093982 -0.0836 -0.1304 0.2165 0.083
C -4.623135 2.547624 -1.732765 -0.0123 -0.0630 0.0018 -0.178
C -5.008070 3.850092 -2.008614 -0.0018 -0.0406 -0.0409 -0.749
C -4.196086 4.911008 -1.628312 0.0167 0.0131 0.0001 -0.518
C -2.992202 4.672683 -0.980109 -0.0178 0.0227 -0.0390 -0.750
C -2.595484 3.371284 -0.705680 0.1094 -0.0930 0.0398 -0.389
C 2.964295 1.875095 -2.768436 -0.0951 0.1653 0.1387 0.487
C 3.684751 2.472714 -3.793013 -0.0796 0.0406 0.0228 -0.555
C 4.655804 1.735782 -4.453108 -0.0114 0.0075 -0.0188 -0.613
C 4.894887 0.418842 -4.084661 -0.0103 -0.0216 -0.0257 -0.519
C 4.165922 -0.166377 -3.058359 0.0164 0.0082 -0.0329 -0.749
C 3.198966 0.565934 -2.385260 -0.0147 -0.0230 0.0445 -0.109
H 0.691436 2.768778 -4.045070 0.0481 0.0683 0.0141 0.555
H -0.408021 3.339909 -2.777286 0.0336 0.0321 0.0254 0.441
H -0.208638 0.939151 -1.802354 0.0190 -0.0401 0.0007 -0.434
H 0.325653 0.445512 -3.405782 0.0183 -0.0058 0.0318 0.507
H -1.810408 0.829671 -4.346859 -0.0776 -0.0344 0.0158 0.611
H -2.202071 2.092419 -3.201791 -0.0230 -0.0007 -0.0949 0.410
H -2.024392 -0.838987 -2.357550 -0.1091 -0.0691 0.0862 0.543
H -3.529145 -0.072133 -2.908288 -0.0102 -0.0596 0.0190 0.573
H -5.262326 1.719077 -2.015894 -0.0186 0.0136 -0.0113 0.285
H -5.940052 4.033330 -2.525556 -0.0235 0.0222 0.0458 0.439
H -4.510583 5.926009 -1.829390 0.0224 0.0037 -0.0280 0.414
H -2.357420 5.499788 -0.691388 -0.0266 0.0081 0.0430 0.473
H -1.665065 3.161235 -0.191938 -0.0041 0.0260 -0.0217 0.486
H 3.486781 3.501967 -4.069568 0.0686 0.0163 -0.0008 0.455
H 5.230989 2.191182 -5.247444 -0.0088 0.0019 -0.0068 0.420
H 5.655404 -0.152366 -4.599636 0.0001 -0.0017 0.0012 0.409
H 4.356210 -1.196127 -2.785711 0.0068 0.0102 0.0328 0.407
H 2.643473 0.138889 -1.560384 0.0201 0.0142 0.0128 0.478
N 3.681233 -1.947084 3.149209 0.5810 1.8273 -0.3311 0.021
C 2.708546 -2.799704 3.864059 -0.8520 -0.4021 0.5159 0.182
C 1.794628 -2.032551 4.830950 0.1215 0.5625 -0.3158 -1.370
C 0.523788 -1.365058 4.263933 -0.1768 -0.0585 -0.1638 -0.062
N 0.707492 -0.003774 3.671294 0.2545 -0.5456 0.2310 -0.494
C -0.190864 -2.296445 3.275155 0.1799 0.0490 0.0023 -1.053
C 0.698312 -2.965704 2.219099 -0.3398 0.0669 -0.0391 0.206
N 0.955968 -2.038956 1.065240 -0.0575 -0.3376 0.2799 -0.087
C 1.915602 -3.633156 2.871396 0.0113 0.1110 -0.3725 -1.580
H 3.977375 -1.092428 3.674311 -0.0144 -0.4255 0.0297 0.415
H 3.329917 -1.486256 2.293569 -0.2190 -0.0931 -0.0780 -0.057
H 4.514438 -2.475536 2.899988 0.0931 0.0261 -0.0550 0.437
H 3.320387 -3.470653 4.467660 0.0294 0.0534 0.0017 0.331
H 2.384347 -1.294632 5.382426 -0.0128 -0.0464 0.1211 0.408
H 1.452753 -2.769219 5.558895 0.0441 -0.0025 0.0151 0.494
H -0.141073 -1.251073 5.123160 0.0413 -0.0180 -0.0037 0.462
H 1.571925 0.434983 3.974180 0.0797 0.0632 0.1395 0.207
H -0.031915 0.603643 4.013243 0.0436 -0.0131 0.0453 0.333
H -0.986509 -1.750717 2.764217 -0.0998 -0.0846 0.0501 0.180
H -0.667011 -3.093680 3.850569 -0.0558 -0.0047 -0.0032 0.560
H 0.107676 -3.791217 1.811961 0.0127 0.0226 0.0055 0.288
H 0.138930 -2.218443 0.438311 0.5147 0.0116 0.2334 0.279
H 1.778614 -2.345243 0.551272 -0.0669 -0.0450 -0.0861 0.265
H 2.590404 -4.031655 2.106651 -0.0372 -0.1213 -0.0108 0.456
H 1.525352 -4.491849 3.420153 0.0626 -0.0306 -0.0145 0.527
C -5.843540 -1.155306 -0.090398 0.0644 -0.0595 0.2227 -1.268
C -4.784957 -1.562103 0.938832 -0.2416 -0.0913 -0.1025 -0.226
C -3.647296 -2.316741 0.333277 -0.0392 -0.2913 -0.2525 0.167
N -2.414651 -2.201719 0.673646 -0.1562 0.2423 0.3180 0.068
N -1.556885 -3.005530 -0.018445 0.1281 -0.2770 -0.4311 -0.667
C -2.161127 -3.740721 -0.910271 -0.3771 0.1684 0.1263 0.391
N -1.523359 -4.579060 -1.762938 -0.0606 -0.0591 -0.0786 -0.457
S -3.886113 -3.488942 -0.960389 0.3851 0.1526 0.2042 -0.207
H -6.646318 -0.605560 0.397195 -0.0305 -0.0196 -0.0223 0.391
H -6.278102 -2.034875 -0.566833 -0.0659 0.0306 -0.0186 0.449
H -5.415552 -0.520344 -0.863133 -0.0346 -0.0096 -0.0725 0.332
H -5.262092 -2.189026 1.696698 0.0711 0.0009 0.0395 0.372
H -4.366424 -0.694701 1.448991 0.0012 -0.0180 0.0177 0.256
H -0.582450 -4.850458 -1.530567 -0.0113 0.0217 0.0228 0.209
H -2.069678 -5.267234 -2.252118 0.0517 -0.0287 -0.0128 0.241
C 4.421035 2.729007 1.463204 -0.3243 -0.1704 0.0019 -0.917
S 3.285920 1.610063 2.223589 0.8752 -1.0695 0.7324 1.205
O 3.850068 1.124878 3.483901 -0.0212 -0.0242 -0.3336 -0.727
O 2.010112 2.288863 2.406734 -0.3646 0.3433 -0.2246 -0.709
O 3.100976 0.439287 1.292826 -0.0406 0.1380 0.1269 -0.728
H 4.376485 3.662014 2.019599 0.0482 -0.0068 0.0201 0.401
H 4.071904 2.867294 0.442289 0.0596 0.0778 -0.0181 0.116
H 5.417412 2.296966 1.489757 -0.0180 -0.0247 0.0013 0.378
```
Forces are in eV/Å.

Values from the calculation:
Total charge = +2
HOMO-LUMO gap = 9.0 eV
Relative energy (zero: lowest compared OMol25 entry of this formula, charge and spin) = 65.4 kJ/mol
F_max = 1.9 eV/Å
E = -3545.14923 Eh

---

4.
The following is a DFT calculation (ωB97M-V/def2-TZVPD) of a structure of composition C3H5NO.

The geometry in XYZ format:
```
10
Properties=species:S:1:pos:R:3:forces:R:3:nbo_charge:R:1
C 1.186391 0.765893 -0.446989 -0.2219 -0.0721 -0.1481 -0.068
C -0.055899 -1.088215 -0.236711 -0.0700 -0.0567 -0.0942 -0.296
N -1.061028 -0.376383 0.460897 0.1672 0.3449 0.0438 -0.461
C -0.768863 0.795817 0.825017 -0.1295 -0.2374 -0.0254 0.407
O 0.456056 1.333286 0.583074 -0.0226 0.0225 0.0903 -0.510
H 1.088024 -0.526344 -0.267574 0.0833 -0.0967 0.0333 0.188
H 0.583839 0.904132 -1.367656 0.0519 -0.0311 0.0883 0.111
H -0.324931 -1.329944 -1.265992 0.0795 0.0664 0.1490 0.219
H 0.245221 -1.992847 0.304105 -0.0069 0.1234 -0.0623 0.219
H -1.424250 1.426728 1.416467 0.0690 -0.0631 -0.0747 0.191
```
Forces are in eV/Å.

Values from the calculation:
HOMO-LUMO gap = 9.5 eV
Relative energy (zero: lowest compared OMol25 entry of this formula, charge and spin) = 430.1 kJ/mol
F_max = 0.4 eV/Å
E = -247.14343 Eh